Formula: C31H47ClN5O4PS
Source: the OMol25 dataset
Level of theory: the ωB97M-V functional and the def2-TZVPD basis

Atoms and positions in Å:
H: -2.1587 0.1566 4.6005
H: -1.8479 7.2735 0.8594
C: -0.8712 -1.8190 2.7608
H: 2.7473 2.3085 -3.2871
H: -1.1321 -5.9551 -0.6104
H: -4.6135 0.2019 5.5858
H: -2.9769 -0.0654 -5.3397
H: -0.9067 1.4841 -1.4613
N: 1.8750 2.2345 -2.7436
H: -0.3916 0.2503 3.2944
H: 3.5553 0.9674 -1.0746
H: -1.6553 -4.1697 -0.7489
H: 0.7580 1.1544 1.5516
N: 1.5285 -0.1114 -3.0922
C: -1.8593 0.1517 -5.3395
C: 0.5843 0.0197 1.3386
H: 1.5131 -0.4771 1.7706
H: 4.0832 -1.3210 -2.9903
C: -2.6801 -1.3492 -0.0389
C: 0.5719 -1.4241 -1.0108
H: 0.2244 -2.8052 -3.0798
P: 0.9981 -2.9834 -0.1147
H: 2.6282 5.2377 0.6201
N: 0.2603 1.2124 -6.5737
C: 1.0349 0.8433 -5.4443
C: -2.3592 0.0755 -0.6379
H: -0.8535 -2.6139 1.9518
H: -1.8000 -2.0551 0.1348
H: -1.6567 0.1308 2.0118
O: -0.3426 5.4007 -0.2800
C: 0.6289 -4.5909 -1.0070
C: -2.3778 -1.8791 3.3803
H: 1.7165 -2.5543 2.3458
C: -0.9702 0.7814 -0.5370
H: 3.9374 -1.8126 1.4608
H: -3.3728 -1.9031 -0.7875
H: -0.1623 -2.1239 3.6187
C: -5.2369 -1.8496 4.5099
H: -1.4084 -0.7826 -3.2167
S: 3.2769 -1.9470 -2.0225
C: 2.3856 3.6444 2.4462
C: -0.9440 6.9510 1.3824
C: -4.7719 -3.0160 3.5796
O: 4.3616 1.9686 1.4090
H: -1.0350 1.5545 0.3286
C: 2.8045 0.8291 -0.1995
H: 3.4487 3.9780 2.7229
H: 4.0916 -3.3837 0.3621
C: -0.9425 -4.9557 -1.1630
C: 0.4097 -0.0254 -0.2538
H: 1.5497 4.3595 -0.5786
H: 1.1386 -4.7034 -2.0394
H: -2.6975 0.0699 -1.7463
C: -0.6378 -0.3052 2.3024
Cl: -3.6036 1.2481 0.1380
H: -2.9430 -3.8737 2.2784
H: -6.3063 -1.8062 4.9120
H: 1.9483 -4.2360 1.7394
O: -0.5389 4.6789 1.8671
C: 1.5902 1.0170 -2.1890
H: 2.0351 2.8714 3.2182
H: -0.4726 -1.6311 -1.4963
H: -1.7863 1.2117 -7.3796
N: 2.3204 3.1135 1.0547
C: -0.5721 5.5364 0.9493
H: -1.1073 -5.1870 -2.2803
H: 1.7035 4.5640 2.6017
C: -3.3206 -3.0624 2.9807
C: -0.9813 -0.2423 -4.1193
H: -3.3375 -1.2138 0.9028
C: -4.2932 -0.6698 4.9263
C: 2.0103 -3.1296 1.3841
H: 3.3970 4.0203 -0.6289
O: 1.0870 -2.4145 -3.3270
N: 1.4376 0.9905 -0.7497
H: 1.0875 -5.4407 -0.3669
C: -1.1235 0.8910 -6.4916
H: 1.2079 3.0022 -2.5911
H: 3.0646 -0.2221 0.2055
H: -5.4693 -3.8717 3.2503
H: -1.1301 7.0013 2.4576
C: -2.8437 -0.7214 4.3232
C: 2.5127 4.2273 0.0698
C: 0.5228 0.1094 -4.1440
H: -0.1303 7.6396 1.1394
C: 3.6310 -2.8966 1.2845
C: 3.2404 1.9987 0.8378
H: 2.1561 1.1144 -5.4903
H: 4.0571 -3.4863 2.1888
C: 1.5004 -1.3875 -2.3660

Atoms 1-6, force components in eV/Å:
-1.00 -1.67 -0.62
0.14 0.05 -0.08
-1.87 -0.03 1.19
-1.37 0.19 -0.21
0.17 1.74 -0.83
0.40 -1.51 -1.06

Summary:
LUMO energy = -2.1 eV
energy above the lowest of the compared OMol25 structures with the same formula, charge and spin = 293.53 kcal/mol
charge = 0
HOMO-LUMO gap = 4.650 eV